24
Properties=species:S:1:pos:R:3 method="wB97M-V/def2-TZVPD" de_lowest_kj_mol=144.6 e_tot_ev=-31343.592 e_lumo_ev="-0.828 / -0.826" gap_ev="7.4965 / 7.4987"
C -0.613 -0.098 -0.739
C 0.387 -1.112 -0.157
C -0.591 1.184 0.056
C -0.111 -1.991 1.008
C 1.117 -1.989 -1.188
C -1.507 1.388 1.266
C -0.439 2.496 -0.669
O 2.653 -0.499 1.522
P 1.618 0.120 0.688
Cl 2.416 0.974 -0.975
H -0.303 0.120 -1.832
H -1.621 -0.465 -0.842
H -0.299 -1.275 1.897
H 0.607 -2.640 1.391
H -0.970 -2.488 0.769
H 0.487 -2.678 -1.756
H 2.061 -2.578 -0.851
H 1.572 -1.358 -1.999
H -0.904 1.667 2.185
H -1.877 0.425 1.750
H -2.358 2.040 1.035
H 0.501 2.692 -1.321
H -0.442 3.303 0.040
H -1.384 2.760 -1.278

***

23
Properties=species:S:1:pos:R:3 method="wB97M-V/def2-TZVPD" smiles="NC(=O)[C@]1(c2cnco2)C=CCC1" de_lowest_kj_mol=229.3 e_tot_ev=-16568.343 e_lumo_ev=0.695 gap_ev=9.4638
C -0.110 0.592 2.154
C -1.219 2.335 1.930
C -0.293 0.742 0.802
C 0.990 -2.260 -0.229
C 1.256 -0.970 -0.025
C 0.319 1.059 -1.466
C -0.370 -2.500 -0.722
C -0.992 -1.095 -0.707
C 0.077 -0.198 -0.358
N -0.785 1.552 2.844
N 1.517 1.628 -1.556
O -0.519 1.281 -2.263
O -1.022 1.867 0.671
H 0.436 -0.183 2.743
H -1.732 3.281 1.868
H 1.776 -2.962 -0.106
H 1.966 -0.534 0.550
H -0.545 -2.960 -1.702
H -0.974 -3.204 0.012
H -1.573 -0.808 -1.644
H -1.870 -1.017 0.043
H 2.113 1.852 -0.761
H 1.553 2.502 -2.077

***

57
Properties=species:S:1:pos:R:3 method="wB97M-V/def2-TZVPD" total_charge=+1 de_lowest_kj_mol=0.0 e_tot_ev=-59498.936 e_lumo_ev="-3.378 / -3.449" multiplicity=3 gap_ev="4.7853 / 7.6901"
Ti -0.221 0.353 0.013
C 1.048 2.934 -2.316
C -0.124 3.294 -1.493
C -0.902 4.452 -1.815
C -1.782 5.003 -0.891
C -1.919 4.336 0.310
C -1.331 3.062 0.508
N -0.492 2.507 -0.449
C -1.481 2.330 1.711
C -2.207 2.667 2.891
C -2.150 1.755 3.970
C -1.288 0.657 3.995
C -0.508 0.405 2.851
N -0.743 1.195 1.748
C 0.537 -0.554 2.541
C 0.810 -1.686 3.344
C 1.812 -2.554 2.940
C 2.563 -2.224 1.805
C 2.316 -1.062 1.099
C 3.223 -0.594 0.031
N 1.208 -0.307 1.357
H 1.269 3.729 -3.043
H 1.920 2.685 -1.682
H 0.907 2.051 -2.929
H -0.802 4.898 -2.780
H -2.334 5.919 -1.118
H -2.567 4.712 1.118
H -2.851 3.540 2.930
H -2.753 1.889 4.858
H -1.274 -0.013 4.869
H 0.229 -1.824 4.286
H 2.034 -3.420 3.525
H 3.438 -2.789 1.517
H 4.203 -1.052 0.181
H 2.929 -0.818 -1.006
H 3.313 0.528 0.085
C 0.890 -1.128 -3.835
C 0.466 -1.070 -2.436
O 0.472 0.111 -1.801
C 0.261 -2.353 -1.820
C 0.732 -3.539 -2.483
C 0.498 -4.766 -1.939
C -0.093 -4.876 -0.642
C -0.488 -3.733 0.051
C -0.372 -2.453 -0.531
O -0.982 -1.399 0.024
H 0.703 -0.205 -4.358
H 0.292 -1.935 -4.302
H 1.964 -1.391 -3.958
H 1.256 -3.439 -3.406
H 0.845 -5.621 -2.437
H -0.125 -5.844 -0.118
H -0.955 -3.843 1.027
N -2.599 0.426 -0.437
H -2.996 -0.207 0.239
H -2.678 -0.053 -1.337
H -3.118 1.313 -0.462

***

64
Properties=species:S:1:pos:R:3 method="wB97M-V/def2-TZVPD" de_lowest_kj_mol=232.5 e_tot_ev=-159628.870 e_lumo_ev=-0.206 gap_ev=7.8862
In -10.744 -18.163 -9.292
F -15.725 -11.083 6.930
C -15.833 -11.052 5.644
C -15.176 -10.037 4.966
F -14.450 -9.086 5.574
C -15.170 -10.081 3.568
F -14.463 -9.142 3.021
C -15.867 -11.028 2.869
P -15.831 -11.513 1.128
C -17.247 -10.681 0.347
C -17.731 -9.437 0.667
C -18.619 -8.764 -0.194
C -18.989 -9.344 -1.371
C -18.481 -10.591 -1.680
C -17.731 -11.273 -0.827
C -14.403 -10.573 0.534
C -14.509 -9.510 -0.349
C -13.389 -8.794 -0.690
C -12.204 -9.229 -0.100
C -12.086 -10.368 0.774
C -13.193 -11.110 1.066
C -16.575 -12.016 3.558
Br -17.818 -12.989 2.667
C -16.564 -11.966 4.941
F -17.263 -12.838 5.655
H -17.496 -8.906 1.561
H -18.960 -7.737 -0.044
H -19.602 -8.820 -2.111
H -18.702 -11.052 -2.615
H -17.321 -12.274 -1.111
H -15.494 -9.202 -0.773
H -13.306 -7.996 -1.468
H -11.347 -8.650 -0.202
H -11.139 -10.684 1.161
H -13.197 -12.132 1.529
O -12.685 -18.651 -9.913
N -13.254 -19.839 -9.879
C -14.558 -19.899 -10.267
C -15.304 -20.978 -9.849
C -14.681 -22.011 -9.175
C -13.331 -22.029 -8.833
C -12.532 -20.943 -9.319
S -10.912 -20.543 -8.726
H -14.926 -18.984 -10.793
H -16.354 -21.096 -9.992
H -15.276 -22.909 -8.832
H -12.935 -22.937 -8.227
O -10.586 -16.750 -11.086
C -11.494 -15.964 -10.605
N -12.274 -16.285 -9.586
S -13.454 -15.252 -9.319
O -14.721 -15.769 -9.655
O -13.328 -14.645 -8.009
C -12.873 -14.065 -10.531
C -13.362 -12.752 -10.775
C -12.607 -12.019 -11.735
C -11.515 -12.543 -12.373
C -11.040 -13.813 -12.039
C -11.829 -14.614 -11.203
H -14.216 -12.263 -10.203
H -12.817 -11.004 -12.014
H -11.057 -11.881 -13.086
H -10.105 -14.185 -12.419
H -9.288 -18.003 -8.165